# 1
# C5H3F2N2O4S

The ion C5H3F2N2O4S with charge -1 at a distorted geometry (ωB97M-V/def2-TZVPD, OMol25).

```
! RIJCOSX wB97M-V def2-TZVPD def2/J DEFGRID3
* xyz -1 1
C 0.34 0.88 -1.41
C 0.81 0.03 -0.45
C -1.39 -0.27 -0.84
C -0.24 -1.80 0.90
C -1.17 -1.57 3.62
N -1.01 0.70 -1.59
N -0.29 -0.80 -0.12
O 0.38 -3.87 2.99
O -1.18 -2.55 0.94
O 1.48 -2.11 4.19
O 0.82 -1.69 1.71
F -0.52 -0.36 3.38
F -1.03 -1.71 5.10
S 0.40 -2.49 3.30
H 0.84 1.50 -2.13
H 1.89 -0.07 -0.12
H -2.36 -0.45 -0.84
*
```

Summary:
- energy above the lowest of the compared OMol25 structures with the same formula, charge and spin (kJ/mol) = 37.8
- SMILES = O=C(O[S@@](=O)([O-])=C(F)F)n1ccnc1
- HOMO-LUMO gap (hartree) = 0.308

=====

# 2
# C3H8N2O2

An isolated molecule of C3H8N2O2 at a distorted geometry (ωB97M-V/def2-TZVPD, OMol25).

```
! RIJCOSX wB97M-V def2-TZVPD def2/J DEFGRID3
* xyz 0 1
C -2.83 -0.46 -0.25
C 2.79 0.07 0.24
N -1.71 0.18 0.39
C -0.37 -0.31 0.17
N 1.70 0.57 -0.57
O 0.49 0.72 0.35
O -0.12 -1.47 -0.12
H -1.77 1.18 0.55
H 1.86 1.54 -0.82
H -3.74 -0.21 0.29
H -2.91 -0.08 -1.28
H -2.69 -1.54 -0.28
H 3.00 0.73 1.09
H 2.58 -0.94 0.61
H 3.70 0.02 -0.38
*
```

Summary:
- energy above the lowest of the compared OMol25 structures with the same formula, charge and spin (kJ/mol) = 245.5
- SMILES = CNOC(=O)NC
- HOMO-LUMO gap (hartree) = 0.379

=====

# 3
# C7H11NO3

A structure of composition C7H11NO3 at a distorted geometry (ωB97M-V/def2-TZVPD, OMol25).

```
! RIJCOSX wB97M-V def2-TZVPD def2/J DEFGRID3
* xyz 0 1
C 3.21 -0.99 -0.26
C 2.25 -0.76 0.84
C 0.85 -1.12 0.69
C -0.01 -0.68 -0.56
C -2.39 -1.08 -0.13
C 0.02 0.81 -0.62
C -0.33 2.70 0.67
H 4.32 -1.26 0.42
H 3.34 0.26 -0.89
H 3.07 -1.84 -1.23
H 2.25 0.33 1.02
H 2.49 -1.08 1.91
H 0.28 -0.75 1.50
H 0.68 -2.14 0.67
H 0.63 -1.29 -1.27
H -0.39 3.52 -0.22
H 0.99 2.13 1.03
H -0.74 3.25 1.85
N -1.27 -1.18 -0.48
O -3.50 -1.10 0.30
O 0.87 1.52 -1.04
O -1.06 1.31 0.09
*
```

Summary:
- energy above the lowest of the compared OMol25 structures with the same formula, charge and spin (kJ/mol) = 745.8
- HOMO-LUMO gap (hartree) = 0.380